Entry w
7 unconnected molecules or ions with the total composition H14O7. Source: OMol25; level of theory: ωB97M-V/def2-TZVPD.

Geometry as XYZ:
```
21
H14O7, DFT ωB97M-V/def2-TZVPD
O -50.36101 15.47200 8.36381
H -50.80282 14.97481 7.65097
H -50.29410 14.61573 8.91009
O -47.66037 18.08186 4.48674
H -48.32213 17.67740 5.06909
H -47.31288 17.35031 3.85915
O -51.85385 18.66823 5.86119
H -51.78908 19.34785 6.58474
H -52.64888 18.25090 5.64309
O -49.42114 17.64244 6.72263
H -49.52879 17.05585 7.52119
H -50.33296 17.91915 6.57604
O -47.07070 17.19497 8.29507
H -48.00701 17.27858 7.97097
H -46.66021 18.11141 8.34275
O -50.66661 18.32781 3.21850
H -51.04154 18.26886 4.13275
H -51.32329 17.69920 2.83531
O -51.85272 17.48327 9.57726
H -52.36103 17.47347 8.83379
H -51.29962 16.76862 9.27660
```

Values from the calculation:
* orbital gap: 9.765 eV
* SMILES: O.O.O.O.O.O.O

=====

Entry x
7 unconnected molecules or ions with the total composition H14O7. Source: OMol25; level of theory: ωB97M-V/def2-TZVPD.

Geometry as XYZ:
```
21
H14O7, DFT ωB97M-V/def2-TZVPD
O 0.31690 2.15176 1.87649
H 0.29845 1.32832 1.38881
H 0.27618 1.88735 2.79554
O 2.49002 -0.59132 -0.21123
H 3.42059 -0.72415 -0.39186
H 2.06573 -0.67276 -1.06539
O 0.96025 -0.54394 -2.37325
H 0.85910 -1.35613 -2.86958
H 0.33858 0.06239 -2.77591
O -0.34686 -0.22699 0.18424
H 0.23215 -0.76451 0.72465
H 0.03552 -0.26895 -0.69227
O -0.75720 1.39185 -3.11931
H -1.11726 1.86130 -3.87179
H -1.26474 1.71000 -2.37270
O -3.15213 -0.21675 0.80196
H -3.25619 -0.00929 1.73059
H -2.32411 0.19530 0.55532
O 0.41128 -1.47866 2.95508
H 0.93718 -2.19484 3.31107
H -0.42344 -1.53998 3.41955
```

Values from the calculation:
* orbital gap: 10.948 eV
* SMILES: O.O.O.O.O.O.O

=====

Entry y
7 unconnected molecules or ions with the total composition H14O7. Source: OMol25; level of theory: ωB97M-V/def2-TZVPD.

Geometry as XYZ:
```
21
H14O7, DFT ωB97M-V/def2-TZVPD
O -1.74990 2.30652 0.12786
H -2.57490 2.74652 -0.14214
H -1.75590 1.37952 0.26586
O -0.65090 -0.57748 0.23886
H -0.02290 -0.25048 0.89786
H -0.34390 -0.63348 -0.66914
O 1.30810 2.87252 -0.14414
H 0.93310 3.77652 -0.08414
H 0.59710 2.25052 -0.29414
O 2.52410 -2.12748 0.36886
H 2.39710 -1.27948 0.84786
H 1.62710 -2.51348 0.68886
O -0.44590 -0.06348 -2.37414
H -0.08090 -0.42948 -3.11614
H -1.10290 0.54652 -2.69814
O -2.12190 -2.93548 0.01386
H -2.96190 -2.79148 -0.33114
H -1.53190 -2.03748 0.00786
O 1.64910 -0.14648 1.99786
H 2.16710 0.62652 1.68286
H 2.14110 -0.71948 2.71486
```

Values from the calculation:
* orbital gap: 10.633 eV
* SMILES: O.O.O.O.O.O.O

=====

Going by the computed energies, the most stable comes first: entry x, entry y, entry w.

=====

Entry w
7 unconnected molecules or ions with the total composition H14O7. Source: OMol25; level of theory: ωB97M-V/def2-TZVPD.

Geometry as XYZ:
```
21
H14O7, DFT ωB97M-V/def2-TZVPD
O -0.12263 1.04157 2.49519
H -0.56193 1.71801 3.02653
H 0.37954 0.50796 3.12685
O -2.95265 -1.04955 -1.39931
H -3.54958 -0.36434 -1.71717
H -2.33326 -0.59371 -0.80071
O -0.58212 0.06592 -0.17581
H 0.31327 -0.19564 -0.41575
H -0.52479 0.31227 0.76846
O -0.84520 2.24711 -3.00945
H -1.70874 2.48058 -3.36682
H -1.03149 1.61855 -2.29791
O 0.17472 -1.99643 2.45888
H 0.94192 -2.30670 2.95561
H 0.27401 -2.38987 1.58380
O 2.69411 1.68769 1.72452
H 1.76998 1.84021 1.97231
H 2.64926 1.26664 0.85944
O 1.93879 -1.68991 -2.69138
H 2.05738 -2.64631 -2.66533
H 1.01942 -1.55403 -2.43194
```

Values from the calculation:
* orbital gap: 11.094 eV
* SMILES: O.O.O.O.O.O.O

=====

Entry x
7 unconnected molecules or ions with the total composition H14O7. Source: OMol25; level of theory: ωB97M-V/def2-TZVPD.

Geometry as XYZ:
```
21
H14O7, DFT ωB97M-V/def2-TZVPD
O 1.63728 2.68680 0.78206
H 1.31537 3.13101 -0.00914
H 1.60216 1.74997 0.56516
O -1.34878 -3.01939 -1.32490
H -0.46031 -2.75911 -1.58622
H -1.63418 -3.62029 -2.01918
O 3.05994 0.07732 -2.18493
H 2.99268 0.97411 -1.84577
H 2.37834 -0.40186 -1.70498
O 0.91354 -0.11652 0.49001
H 0.44226 -0.95186 0.44000
H 0.32906 0.47124 0.98279
O -1.23683 1.85031 1.65776
H -0.40581 2.21786 1.98949
H -1.77719 1.68708 2.43634
O -1.23514 -3.43692 1.79177
H -1.50731 -2.55865 1.51362
H -0.59952 -3.71680 1.12769
O -1.20338 1.90334 -1.30386
H -2.15090 1.95033 -1.45414
H -1.11126 1.88201 -0.34357
```

Values from the calculation:
* orbital gap: 11.293 eV
* SMILES: O.O.O.O.O.O.O

=====

Entry y
7 unconnected molecules or ions with the total composition H14O7. Source: OMol25; level of theory: ωB97M-V/def2-TZVPD.

Geometry as XYZ:
```
21
H14O7, DFT ωB97M-V/def2-TZVPD
O -0.38193 1.33071 -0.91739
H -0.54883 0.64139 -1.48571
H -1.08405 1.18056 -0.21906
O 0.84676 -1.35714 2.04254
H 0.13031 -1.87654 2.18933
H 1.65519 -1.88412 2.23634
O 3.44853 1.71097 0.22978
H 3.98120 2.47200 0.32044
H 2.84761 1.96374 -0.49374
O -3.03696 0.94771 1.78041
H -3.77401 1.33001 2.28508
H -2.34359 1.50733 1.87474
O -5.37899 1.06721 -2.74916
H -5.49158 1.98388 -2.83789
H -4.47581 1.00909 -3.19072
O 1.48120 -3.68825 -1.93198
H 1.26297 -3.41782 -0.96920
H 0.67648 -3.47224 -2.37227
O 3.37455 -0.08644 1.17697
H 3.95584 -0.46704 1.93770
H 2.85509 -0.89502 1.09379
```

Values from the calculation:
* orbital gap: 10.361 eV
* SMILES: O.O.O.O.O.O.O

=====

Entry z
7 unconnected molecules or ions with the total composition H14O7. Source: OMol25; level of theory: ωB97M-V/def2-TZVPD.

Geometry as XYZ:
```
21
H14O7, DFT ωB97M-V/def2-TZVPD
O -0.00006 0.41046 0.14389
H -0.48674 -0.25739 -0.41381
H 0.58762 -0.12578 0.76059
O -3.78716 -0.29832 -0.34640
H -4.26469 -0.82019 0.31955
H -3.33385 0.38910 0.18332
O -2.21963 1.32637 1.21919
H -1.30075 1.04491 0.96259
H -2.26308 2.25929 0.98197
O 2.01074 1.50913 -1.26101
H 1.18186 1.15977 -0.85536
H 2.21189 2.33964 -0.83013
O -1.44306 -1.46580 -1.16694
H -1.47087 -1.50243 -2.13263
H -2.36182 -1.17731 -0.89442
O 3.64905 -0.47666 -0.19934
H 4.43040 -0.09102 0.20634
H 3.17327 0.27860 -0.69349
O 1.77687 -1.07632 1.61130
H 2.56376 -0.93501 0.98866
H 1.43907 -1.99301 1.41129
```

Values from the calculation:
* orbital gap: 11.927 eV
* SMILES: O.O.O.O.O.O.O

=====

Going by the computed energies, the most stable comes first: entry z, entry w, entry x, entry y.

=====

Entry w
7 unconnected molecules or ions with the total composition H14O7. Source: OMol25; level of theory: ωB97M-V/def2-TZVPD.

Geometry as XYZ:
```
21
H14O7, DFT ωB97M-V/def2-TZVPD
O 0.11553 1.78880 1.78164
H -0.84271 1.86277 1.71056
H 0.45425 2.64510 1.48567
O 0.94774 1.43887 4.47627
H 0.37557 2.14494 4.79069
H 0.90102 1.49401 3.50236
O -0.68790 -1.51777 -3.25034
H -0.90985 -0.69106 -2.79922
H -0.87872 -1.34357 -4.17818
O -2.25087 0.58857 -1.64604
H -2.56876 0.99385 -0.83293
H -3.04583 0.44578 -2.17510
O -1.52266 -2.33919 -0.30593
H -1.51046 -2.22605 -1.26858
H -2.33157 -1.90374 -0.01970
O 3.83344 -1.27879 -0.67283
H 4.42451 -0.65335 -0.24337
H 2.94057 -0.90358 -0.55391
O 1.17740 -0.34353 -0.08045
H 0.28088 -0.41664 -0.42793
H 1.09843 0.21459 0.70731
```

Values from the calculation:
* orbital gap: 9.745 eV
* SMILES: O.O.O.O.O.O.O

=====

Entry x
7 unconnected molecules or ions with the total composition H14O7. Source: OMol25; level of theory: ωB97M-V/def2-TZVPD.

Geometry as XYZ:
```
21
H14O7, DFT ωB97M-V/def2-TZVPD
O 0.14718 1.76708 -0.02866
H -0.46276 1.87076 -0.91318
H 0.94753 1.53255 -0.54565
O 0.24523 -1.09168 -1.58154
H 0.77894 -0.82342 -2.32660
H -0.60867 -0.64397 -1.57810
O 2.88520 0.11865 -0.74880
H 3.01598 -0.58195 -0.08264
H 3.80560 0.35022 -1.02130
O -2.90096 -0.41102 1.46224
H -1.92105 -0.44303 1.64023
H -3.10653 0.42432 1.98218
O -0.31790 0.13546 1.94108
H -0.11504 0.86194 1.42195
H 0.36101 -0.52199 1.65466
O 1.70701 -1.48895 1.00135
H 1.43962 -2.37412 0.81414
H 1.37829 -0.88473 0.25887
O -2.10354 0.60442 -1.31289
H -2.53116 1.41247 -1.48553
H -2.64399 0.18700 -0.55181
```

Values from the calculation:
* orbital gap: 11.017 eV
* SMILES: O.O.O.O.O.O.O

=====

Entry y
7 unconnected molecules or ions with the total composition H14O7. Source: OMol25; level of theory: ωB97M-V/def2-TZVPD.

Geometry as XYZ:
```
21
H14O7, DFT ωB97M-V/def2-TZVPD
O 1.22573 -1.64191 -1.11292
H 1.93987 -2.16175 -0.73155
H 1.62267 -0.77066 -1.29797
O 2.98647 0.55777 -1.41805
H 2.97946 0.38202 -2.36981
H 3.89012 0.83824 -1.23134
O -1.55958 -1.44303 -0.63534
H -0.66350 -1.74831 -0.89244
H -1.86989 -2.09339 0.00503
O -3.61606 -0.32387 -2.24218
H -4.25772 -0.25032 -1.52937
H -2.75867 -0.44804 -1.79207
O 1.66531 1.70441 2.50289
H 1.09825 1.40672 1.76342
H 2.40223 1.08606 2.51426
O -0.12951 0.88857 0.42094
H 0.31496 1.37890 -0.28273
H -0.41627 0.04690 0.00794
O -1.69990 1.21379 2.93026
H -1.82218 0.35165 3.33954
H -1.33179 1.02622 2.05150
```

Values from the calculation:
* orbital gap: 10.356 eV
* SMILES: O.O.O.O.O.O.O

=====

Entry z
A molecular structure, H14O7. Source: OMol25; level of theory: ωB97M-V/def2-TZVPD.

Geometry as XYZ:
```
21
H14O7, DFT ωB97M-V/def2-TZVPD
O -1.36030 -0.92720 0.75921
H -2.14065 -1.20485 0.27941
H -1.39998 -1.41246 1.58334
O 1.84114 1.16681 -1.48169
H 2.52309 1.83810 -1.45806
H 1.55480 1.08349 -0.57212
O 1.39321 1.44877 0.77957
H 1.69720 0.80275 1.41713
H 1.99743 2.18475 0.87694
O 1.47966 -2.47052 -0.31462
H 1.47382 -3.15360 0.35591
H 0.98802 -1.74754 0.07502
O -2.59605 -0.82434 -0.96748
H -2.23192 -1.50542 -1.53297
H -3.53357 -1.01479 -0.93558
O -0.55264 2.35764 0.31240
H 0.20462 2.00746 0.78161
H -1.11710 2.71295 0.99896
O 0.13177 -0.63950 -0.59003
H 0.34456 0.19800 -0.17827
H -0.69711 -0.90051 -0.18870
```

Values from the calculation:
* orbital gap: 9.269 eV

=====

Going by the computed energies, the most stable comes first: entry y, entry x, entry w, entry z.